The following is a quantum chemistry calculation of a 11-piece molecular cluster, C34H97N11O11 overall, from OMol25.

CARTESIAN COORDINATES (ANGSTROEM)
C -1.229 2.007 -5.200
C -0.636 2.163 -3.831
C -0.155 3.576 -3.525
O -1.362 4.399 -3.710
C -1.263 5.719 -3.174
N -1.639 1.797 -2.872
H -1.988 2.778 -5.327
H -1.707 1.056 -5.437
H -0.378 2.202 -5.851
H 0.266 1.572 -3.669
H 0.733 3.886 -4.077
H 0.230 3.604 -2.505
H -1.036 5.638 -2.111
H -2.282 6.094 -3.262
H -0.631 6.431 -3.705
H -1.890 0.839 -3.067
H -2.347 2.491 -3.065
C -6.325 -1.204 -5.799
C -6.671 0.173 -5.206
C -5.410 1.144 -4.986
O -4.398 0.647 -4.068
C -4.824 0.491 -2.776
N -7.651 0.629 -6.191
H -5.490 -0.951 -6.453
H -7.136 -1.824 -6.181
H -5.833 -1.906 -5.126
H -7.219 0.013 -4.277
H -5.838 2.008 -4.477
H -4.981 1.453 -5.939
H -5.344 1.368 -2.392
H -3.901 0.338 -2.217
H -5.406 -0.417 -2.618
H -8.410 -0.038 -6.191
H -7.280 0.582 -7.129
C 5.650 -4.382 2.669
C 5.840 -3.525 1.372
C 4.533 -2.821 0.900
O 3.708 -3.859 0.414
C 2.479 -3.399 -0.015
N 6.810 -2.642 2.001
H 4.826 -5.085 2.548
H 5.400 -3.878 3.603
H 6.573 -4.869 2.984
H 6.224 -4.132 0.552
H 4.810 -2.121 0.113
H 3.993 -2.410 1.753
H 2.012 -3.928 -0.846
H 2.264 -2.354 -0.238
H 1.839 -3.525 0.859
H 7.121 -1.945 1.339
H 7.632 -3.169 2.259
C 1.176 -7.353 3.051
C 1.745 -6.020 3.099
C 0.674 -4.983 3.715
O 1.377 -3.705 3.821
C 0.413 -2.700 4.254
N 2.927 -5.965 3.945
H 0.177 -7.334 2.617
H 1.108 -7.723 4.074
H 1.739 -8.116 2.512
H 1.913 -5.790 2.047
H 0.503 -5.354 4.726
H -0.300 -5.047 3.231
H 0.760 -1.668 4.198
H 0.277 -2.857 5.324
H -0.496 -2.740 3.654
H 3.625 -5.533 3.357
H 2.607 -5.185 4.502
C 3.083 0.499 2.646
C 4.133 0.059 3.700
C 3.567 -1.219 4.445
O 4.450 -1.526 5.512
C 4.253 -2.645 6.297
N 5.396 -0.276 3.064
H 2.117 0.862 2.995
H 2.859 -0.147 1.797
H 3.588 1.348 2.185
H 4.323 0.827 4.450
H 3.559 -2.114 3.823
H 2.633 -0.901 4.909
H 5.009 -2.700 7.081
H 4.284 -3.571 5.723
H 3.278 -2.497 6.761
H 6.081 -0.211 3.804
H 5.612 -1.200 2.718
C 4.729 4.107 -4.139
C 3.559 3.588 -3.348
C 3.727 2.222 -2.656
O 2.392 1.824 -2.218
C 2.350 0.976 -1.096
N 3.106 4.630 -2.414
H 4.718 5.149 -4.459
H 5.110 3.433 -4.907
H 5.470 4.254 -3.353
H 2.837 3.300 -4.113
H 4.476 2.251 -1.865
H 3.860 1.592 -3.536
H 3.350 0.652 -0.808
H 1.681 0.172 -1.405
H 1.976 1.551 -0.249
H 2.224 4.227 -2.132
H 2.741 5.374 -2.992
C -2.695 2.317 3.441
C -1.215 2.547 3.173
C -0.838 3.591 2.157
O 0.506 3.728 2.247
C 0.983 4.721 1.324
N -0.650 2.815 4.431
H -3.211 3.254 3.651
H -2.875 1.702 4.323
H -3.175 1.897 2.557
H -0.891 1.548 2.880
H -1.202 4.586 2.416
H -1.118 3.188 1.184
H 2.067 4.660 1.418
H 0.538 5.612 1.767
H 0.743 4.599 0.268
H -0.261 1.925 4.706
H 0.201 3.323 4.237
C -3.934 3.994 -0.053
C -4.608 4.620 -1.273
O -5.233 5.873 -0.884
H -4.686 3.753 0.699
H -3.401 4.831 0.397
H -3.210 3.184 -0.142
H -5.451 4.045 -1.658
H -3.833 4.757 -2.027
H -5.018 6.578 -1.500
C -0.434 -0.866 0.827
C -1.789 -0.314 0.728
O -2.620 -1.115 -0.126
H -0.216 -1.121 -0.210
H -0.365 -1.853 1.283
H 0.392 -0.284 1.236
H -1.653 0.694 0.337
H -2.217 -0.171 1.720
H -2.307 -1.051 -1.031
C -0.885 -2.024 -3.466
O -1.630 -1.373 -2.760
N -0.251 -3.148 -3.127
N -0.637 -1.575 -4.682
H -0.323 -3.709 -2.291
H 0.309 -3.474 -3.902
H 0.122 -2.099 -5.095
H -0.949 -0.646 -4.926
C -4.985 -2.019 2.807
O -4.573 -0.899 2.943
N -4.354 -2.845 2.065
N -6.015 -2.576 3.303
H -4.729 -3.779 1.980
H -3.509 -2.453 1.676
H -6.319 -3.438 2.874
H -6.632 -2.042 3.898

Its expectation value of S² is 0.75. The total energy is -75736.0432 eV. As for the multiplicity: 2. The value obtained for the highest occupied orbital energy (spin up / spin down) is 0.24 / -6.48 eV. As for the gap between HOMO and LUMO (spin up / spin down): 0.0717 / 0.3182 Ha. As for the charge: -1. As for the LUMO energy (spin up / spin down): 2.19 / 2.18 eV.

=====

The following is a quantum chemistry calculation of a 12-piece molecular cluster, C34H97N5O19 overall, from OMol25.

CARTESIAN COORDINATES (ANGSTROEM)
C -6.488 -1.818 -3.206
C -6.326 -1.438 -1.752
C -5.611 -0.052 -1.619
O -5.333 0.068 -0.250
C -4.455 1.120 0.076
N -7.544 -1.550 -1.039
H -6.727 -2.879 -3.295
H -5.611 -1.670 -3.791
H -7.210 -1.168 -3.731
H -5.667 -2.242 -1.338
H -6.137 0.835 -2.011
H -4.646 -0.058 -2.159
H -4.906 2.139 0.078
H -3.597 1.104 -0.594
H -4.188 0.939 1.090
H -7.439 -1.200 -0.090
H -8.218 -0.877 -1.424
C 3.802 -2.330 -0.126
C 4.474 -0.993 -0.408
C 5.655 -0.847 0.584
O 6.659 -1.811 0.196
C 7.601 -1.966 1.233
N 4.894 -0.786 -1.801
H 2.967 -2.478 -0.832
H 3.459 -2.177 0.892
H 4.382 -3.251 -0.198
H 3.717 -0.280 -0.159
H 5.323 -1.078 1.588
H 6.117 0.162 0.604
H 7.177 -2.563 2.012
H 7.970 -1.018 1.656
H 8.513 -2.441 0.785
H 5.680 -1.410 -1.908
H 5.183 0.164 -1.962
C 0.544 5.100 -3.359
C 0.944 5.124 -1.842
C 2.357 4.562 -1.610
O 2.205 3.161 -1.886
C 3.441 2.504 -1.773
N 0.789 6.465 -1.276
H 1.437 5.490 -3.936
H -0.199 5.911 -3.480
H 0.068 4.182 -3.714
H 0.322 4.347 -1.329
H 2.623 4.642 -0.574
H 3.106 5.074 -2.246
H 4.001 2.784 -2.664
H 3.241 1.439 -1.710
H 4.003 2.811 -0.864
H 1.027 6.440 -0.283
H -0.177 6.813 -1.297
C 0.615 -4.390 -0.522
C 0.197 -4.115 -1.936
C -0.645 -2.819 -1.996
O -1.506 -2.723 -0.900
C -2.513 -1.664 -1.097
N 1.282 -3.997 -2.887
H -0.224 -4.775 0.076
H 0.928 -3.448 -0.098
H 1.426 -5.070 -0.452
H -0.496 -4.892 -2.249
H -1.148 -2.834 -3.015
H 0.011 -1.970 -1.935
H -3.209 -2.029 -1.907
H -2.068 -0.704 -1.369
H -3.016 -1.471 -0.169
H 1.704 -4.881 -3.063
H 2.014 -3.380 -2.564
C -0.715 1.970 0.449
C 0.382 1.106 -0.190
C 0.313 -0.324 0.350
O 0.954 -0.300 1.621
C 0.744 -1.566 2.207
N 0.261 1.031 -1.740
H -1.669 1.823 0.014
H -0.411 2.979 0.266
H -0.778 1.760 1.511
H 1.334 1.514 0.134
H 0.883 -1.049 -0.265
H -0.735 -0.679 0.459
H -0.254 -1.628 2.547
H 1.289 -1.671 3.104
H 0.945 -2.334 1.462
H 0.421 1.950 -2.064
H 0.988 0.410 -2.131
C 1.240 -6.171 3.015
C 1.779 -4.772 3.355
O 0.837 -3.888 4.080
O 2.358 -6.981 2.696
H 0.545 -6.134 2.196
H 0.821 -6.689 3.935
H 2.143 -4.323 2.457
H 2.657 -4.874 3.965
H -0.010 -4.077 3.680
H 2.138 -7.652 2.062
C -2.937 -4.295 2.596
C -3.585 -3.040 3.182
O -2.554 -2.009 3.254
O -2.190 -5.042 3.549
H -2.289 -3.998 1.763
H -3.703 -4.944 2.171
H -4.044 -3.198 4.167
H -4.398 -2.744 2.452
H -2.854 -1.159 2.909
H -2.741 -5.640 4.061
C -1.644 2.501 4.316
C -2.562 1.297 4.465
O -3.286 1.008 3.260
O -2.528 3.535 3.826
H -0.816 2.242 3.656
H -1.204 2.811 5.291
H -3.257 1.431 5.309
H -1.917 0.415 4.633
H -3.453 1.869 2.837
H -2.035 4.405 3.859
C 0.203 4.729 2.289
C -0.019 6.147 2.565
O -1.233 6.334 3.305
O 1.340 4.621 1.419
H -0.725 4.275 1.851
H 0.414 4.110 3.209
H -0.096 6.688 1.571
H 0.754 6.690 3.106
H -1.361 7.258 3.499
H 2.073 4.170 1.850
C 2.261 1.516 4.074
C 3.178 0.436 3.560
O 3.470 0.694 2.168
O 2.748 2.825 3.816
H 1.981 1.362 5.145
H 1.309 1.442 3.528
H 2.730 -0.568 3.654
H 4.146 0.465 4.049
H 2.645 0.488 1.732
H 3.649 2.730 3.447
C -3.389 2.143 -5.100
C -2.087 2.135 -4.240
O -2.345 1.142 -3.270
O -4.469 2.556 -4.251
H -3.568 1.156 -5.557
H -3.231 2.856 -5.931
H -1.989 3.097 -3.741
H -1.282 1.758 -4.842
H -1.555 0.977 -2.744
H -4.624 1.748 -3.706
C 2.372 -0.425 -4.418
C 0.989 -0.763 -4.958
O 0.891 -2.205 -5.161
O 2.410 -0.693 -3.023
H 2.693 0.613 -4.563
H 3.075 -1.070 -4.988
H 1.018 -0.215 -5.887
H 0.167 -0.375 -4.323
H 1.085 -2.683 -4.332
H 3.353 -0.877 -2.707

The energy above the lowest of the compared OMol25 structures with the same formula, charge and spin is 23.83 kcal per mole. The total energy is -83177.9501 eV. The value obtained for the highest occupied orbital energy is -9.21 eV. As for the gap between HOMO and LUMO: 0.3541 Ha. As for the SMILES: COC[C@H](C)N.COC[C@H](C)N.COC[C@H](C)N.COC[C@H](C)N.COC[C@H](C)N.OCCO.OCCO.OCCO.OCCO.OCCO.OCCO.OCCO. As for the LUMO energy: 0.42 eV.

=====

no.,maximum force (eV Å⁻¹)
1,6.81
2,3.15